53
Properties=species:S:1:pos:R:3 method="wB97M-V/def2-TZVPD" lumo_energy_ev=-3.03 spin_multiplicity=1 relative_energy_kcal_mol=18.3 total_charge=+1 gap_ha=0.35088
Ga 0.67481 0.16744 0.64212
C 0.43382 2.90284 -0.51594
N -0.09808 2.11683 0.63566
C -1.58301 2.09509 0.56402
C 0.33158 2.71219 1.92335
C 0.25799 1.65600 3.00073
N 1.16632 0.55251 2.63148
C 2.58202 0.93418 2.87332
C 0.84143 -0.68230 3.40765
H 0.05806 3.92749 -0.48090
H 0.12342 2.44592 -1.45349
H 1.52232 2.92516 -0.47991
H -1.96707 3.10639 0.70979
H -2.00144 1.43779 1.31901
H -1.89737 1.73245 -0.40971
H -0.29241 3.56534 2.18936
H 1.34619 3.08116 1.80653
H -0.75015 1.24900 3.06546
H 0.51331 2.07767 3.97501
H 2.77675 0.96550 3.94651
H 2.80556 1.90623 2.44492
H 3.24920 0.21277 2.41680
H 0.81823 -0.46128 4.47612
H 1.59905 -1.43840 3.21724
H -0.12604 -1.07426 3.09953
N 4.83745 -4.90120 -2.55090
C 4.23206 -4.04747 -2.07173
C 3.47631 -2.97587 -1.45800
C 3.77231 -2.58236 -0.15765
C 3.04145 -1.56543 0.43909
C 2.00551 -0.93957 -0.25209
C 1.72004 -1.34024 -1.56080
C 2.45193 -2.35146 -2.16283
H 4.56692 -3.07743 0.38446
H 3.29664 -1.28605 1.44982
H 0.92746 -0.87289 -2.12773
H 2.22364 -2.66744 -3.17239
O -2.58356 -1.92026 1.29926
C -2.09368 -1.25711 0.42592
O -0.90904 -0.67000 0.56038
C -2.78798 -1.01669 -0.87784
C -4.10058 -1.45235 -1.02546
C -4.79104 -1.20342 -2.20078
C -4.18400 -0.50959 -3.23800
C -2.88347 -0.08112 -3.06785
C -2.17750 -0.33326 -1.91243
N -2.22927 0.71253 -4.13569
O -2.75100 0.72872 -5.22628
O -1.20112 1.31247 -3.84716
H -4.56582 -1.98239 -0.20445
H -5.81280 -1.54168 -2.30973
H -4.70353 -0.29402 -4.16147
H -1.16178 0.00185 -1.84232